# 1
Here is a 4-piece molecular cluster, C19H28BrClFIN5O5S2 overall from the Open Molecules 2025 dataset. Energies are from the ωB97M-V functional and the def2-TZVPD basis.

Geometry as ORCA input:
```
! RIJCOSX wB97M-V def2-TZVPD def2/J DEFGRID3
* xyz 1 1
C 5.75 -0.38 2.46
C 4.44 -1.09 2.16
C 3.33 -0.11 1.81
Cl 2.77 0.77 3.25
C 2.12 -0.78 1.19
N 1.93 -2.02 1.54
N 0.89 -2.66 1.02
Br 0.79 -4.40 1.66
C 0.00 -2.17 0.16
C -1.11 -3.04 -0.33
C -2.25 -3.21 0.71
C -3.41 -2.24 0.48
S -3.09 -0.75 1.47
C -4.51 0.21 0.95
S -4.52 1.02 -0.45
N -5.57 0.19 1.83
C -6.82 0.78 1.63
C -7.52 0.53 2.76
N -6.77 -0.20 3.67
C -5.63 -0.39 3.10
C 0.19 -0.82 -0.25
I -1.16 0.10 -1.53
C 1.26 -0.12 0.27
C 1.54 1.32 -0.08
O 1.50 2.16 0.77
N 1.90 1.55 -1.41
C 1.85 2.94 -1.76
O 2.70 3.72 -1.67
F 0.64 3.22 -2.27
H 5.77 0.09 3.44
H 6.00 0.34 1.68
H 6.55 -1.13 2.45
H 4.59 -1.76 1.32
H 4.12 -1.72 2.99
H 3.73 0.58 1.07
H -1.52 -2.62 -1.24
H -0.71 -4.02 -0.60
H -2.62 -4.22 0.62
H -1.87 -3.07 1.72
H -4.36 -2.68 0.76
H -3.48 -1.93 -0.56
H -7.10 1.32 0.75
H -8.53 0.83 2.96
H -4.80 -0.92 3.53
H 1.31 1.02 -2.05
C -2.40 1.54 -5.51
O -3.05 1.41 -4.25
H -2.59 0.62 -6.06
H -2.81 2.37 -6.08
H -1.33 1.68 -5.40
H -2.92 2.23 -3.76
C -0.72 6.52 -2.12
O 0.47 7.14 -2.59
H -1.51 7.26 -2.17
H -1.00 5.67 -2.75
H -0.62 6.18 -1.09
H 1.18 6.49 -2.54
C 6.84 -3.79 0.31
O 5.59 -3.75 1.00
H 7.48 -3.04 0.76
H 7.32 -4.77 0.41
H 6.72 -3.56 -0.75
H 5.02 -4.42 0.62
*
```

Summary:
E, eV: -152888.746
Maximum force, eV/A: 0.678
Lowest unoccupied orbital energy, eV: -5.0
Gap between HOMO and LUMO, eV: 6.549

Atom charges from the Mulliken analysis, given in e for atoms 1 to 4:
1. C -1.40
2. C -0.44
3. C 0.58
4. Cl -0.13



# 2
Here is C19H28CaNO5 as an isolated structure at a distorted geometry from the Open Molecules 2025 dataset. Energies are from the ωB97M-V functional and the def2-TZVPD basis.

Geometry as ORCA input:
```
! RIJCOSX wB97M-V def2-TZVPD def2/J DEFGRID3
* xyz -1 1
O 5.60 2.67 -5.12
C 5.16 2.86 -6.48
C 6.59 2.88 -7.00
H 4.59 3.78 -6.60
H 4.54 2.02 -6.82
C 7.01 2.68 -5.53
H 6.91 3.82 -7.44
H 6.86 2.07 -7.67
C 7.73 3.84 -4.90
H 7.23 4.78 -5.12
H 8.76 3.91 -5.28
H 7.78 3.73 -3.82
C 7.66 1.36 -5.22
H 7.10 0.54 -5.67
H 7.70 1.19 -4.15
H 8.68 1.33 -5.61
Ca 0.00 0.00 0.00
C -0.42 -2.27 0.55
C -1.50 -1.80 -0.23
C -1.00 -1.53 -1.53
H -2.51 -1.63 0.11
C 0.37 -1.84 -1.54
C 0.74 -2.28 -0.26
H 1.73 -2.57 0.06
H -0.48 -2.56 1.58
H -1.57 -1.12 -2.34
H 1.03 -1.72 -2.38
C -0.24 0.40 2.34
C 1.00 -0.24 2.12
C 1.82 0.63 1.37
H 1.28 -1.21 2.47
C 1.08 1.81 1.14
C -0.18 1.68 1.75
H -0.98 2.38 1.69
H -1.09 -0.01 2.86
H 2.83 0.43 1.06
H 1.40 2.66 0.55
O 1.13 0.97 -1.68
C 2.55 0.75 -1.85
C 2.82 0.91 -3.33
H 2.79 -0.24 -1.46
H 3.09 1.49 -1.25
C 1.76 1.92 -3.74
H 2.67 -0.03 -3.85
H 3.84 1.24 -3.53
C 0.57 1.49 -2.91
H 1.55 1.92 -4.80
H 2.07 2.93 -3.46
H 0.01 0.70 -3.40
H -0.12 2.28 -2.65
O -2.45 -1.93 2.68
N -2.46 -0.88 2.13
O -3.45 -0.21 2.18
O -1.46 -0.52 1.26
*
```

Summary:
E, eV: -50315.168
Maximum force, eV/A: 10.282
Energy relative to the best compared isomer or geometry (same formula, charge and spin), kcal/mol: 82.6
Lowest unoccupied orbital energy, eV: 2.0
Gap between HOMO and LUMO, eV: 4.553

Atom charges from the Mulliken analysis, given in e for atoms 1 to 4:
1. O -0.40
2. C -0.40
3. C -0.88
4. H 0.28



# 3
Here is C19H28Cl48NPSi as an isolated structure at a distorted geometry from the Open Molecules 2025 dataset. Energies are from the ωB97M-V functional and the def2-TZVPD basis.

Geometry as ORCA input:
```
! RIJCOSX wB97M-V def2-TZVPD def2/J DEFGRID3
* xyz 0 1
C -1.83 -1.36 1.85
C -1.58 -0.10 1.02
C -2.39 1.12 1.50
Si -3.77 1.54 0.28
P -5.58 0.33 0.91
N -6.46 1.08 1.99
H -2.75 -1.86 1.55
H -1.02 -2.06 1.65
H -1.89 -1.15 2.91
H -0.52 0.14 1.09
H -1.83 -0.33 -0.01
H -1.77 2.01 1.56
H -2.88 0.93 2.45
H -3.35 1.17 -1.09
H -4.14 2.96 0.37
H -6.32 0.01 -0.25
H -5.07 -0.91 1.35
H -6.49 0.54 2.85
C -1.77 -5.58 1.75
Cl -3.01 -4.84 0.73
Cl -0.25 -4.70 1.67
Cl -2.33 -5.73 3.41
H -1.60 -6.58 1.37
C -5.75 -1.46 5.24
Cl -7.21 -1.38 4.25
Cl -5.43 -3.12 5.75
Cl -4.37 -0.79 4.38
H -5.91 -0.87 6.13
C 2.62 -2.55 -0.23
Cl 1.22 -1.81 -1.00
Cl 4.06 -1.56 -0.43
Cl 2.29 -2.85 1.48
H 2.81 -3.50 -0.71
C -0.90 -9.71 1.60
Cl -1.48 -10.63 2.98
Cl -2.25 -8.87 0.82
Cl 0.36 -8.57 2.06
H -0.48 -10.41 0.88
C -5.89 -11.27 4.33
Cl -7.37 -11.61 3.43
Cl -5.25 -12.75 5.05
Cl -4.68 -10.51 3.30
H -6.13 -10.58 5.13
C 1.36 2.55 0.04
Cl 2.41 2.85 -1.35
Cl -0.33 2.47 -0.43
Cl 1.85 1.07 0.86
H 1.48 3.38 0.73
C -0.43 5.28 -4.51
Cl -0.48 4.32 -5.98
Cl -2.05 5.73 -3.99
Cl 0.43 4.43 -3.23
H 0.11 6.20 -4.73
C 7.54 -0.43 -2.38
Cl 6.54 0.61 -1.36
Cl 9.10 -0.74 -1.60
Cl 6.72 -1.94 -2.75
H 7.73 0.09 -3.31
C -0.66 3.44 -9.88
Cl -1.36 2.71 -11.32
Cl -1.65 4.76 -9.28
Cl -0.42 2.21 -8.62
H 0.32 3.83 -10.14
C -2.77 8.37 -7.41
Cl -3.81 9.48 -6.51
Cl -1.30 8.02 -6.49
Cl -3.63 6.89 -7.82
H -2.48 8.86 -8.33
C 8.47 1.41 1.97
Cl 10.11 2.03 1.75
Cl 8.48 -0.06 2.95
Cl 7.43 2.63 2.70
H 8.07 1.17 1.00
C 4.84 2.89 6.33
Cl 5.75 4.02 7.32
Cl 3.99 3.72 5.02
Cl 5.90 1.64 5.67
H 4.10 2.41 6.95
C 3.35 7.37 8.40
Cl 3.28 6.37 6.95
Cl 1.73 7.67 9.03
Cl 4.37 6.63 9.63
H 3.78 8.32 8.13
C 5.28 -6.01 -1.02
Cl 3.89 -5.30 -1.85
Cl 6.69 -4.97 -1.18
Cl 4.89 -6.29 0.68
H 5.49 -6.96 -1.49
C 1.55 -0.90 -8.22
Cl 2.41 -0.71 -9.75
Cl 0.38 -2.21 -8.31
Cl 2.68 -1.15 -6.89
H 1.01 0.02 -8.04
C -4.80 6.10 -0.64
Cl -3.95 6.19 -2.18
Cl -6.20 5.03 -0.75
Cl -3.71 5.57 0.65
H -5.16 7.09 -0.39
*
```

Summary:
E, eV: -639886.892
Maximum force, eV/A: 1.217
Energy relative to the best compared isomer or geometry (same formula, charge and spin), kcal/mol: 13.7
Lowest unoccupied orbital energy, eV: 0.2
Gap between HOMO and LUMO, eV: 8.020

Atom charges from the Mulliken analysis, given in e for atoms 1 to 4:
1. C -0.50
2. C 0.62
3. C -0.72
4. Si 0.56